# 1
{
  "formula": "C22H18AsFN2O3S4Sn",
  "method": "the ωB97M-V functional and the def2-TZVPD basis",
  "molar_mass_g_mol": 699.30,
  "total_energy_ev": -144960.1279,
  "charge": -2,
  "max_force_ev_per_a": 0.65,
  "elements": ["Sn", "C", "O", "C", "C", "C", "C", "C", "C", "N", "N", "C", "O", "C", "C", "C", "C", "C", "C", "C", "O", "H", "H", "H", "H", "H", "H", "H", "H", "H", "H", "H", "H", "S", "As", "S", "S", "S", "F", "C", "C", "C", "C", "C", "C", "C", "H", "H", "H", "H", "H", "H"],
  "positions_angstrom": [[-0.24, -0.49, 0.27], [-4.02, 0.45, -2.15], [-3.74, 1.70, -2.76], [-2.72, 2.50, -2.30], [-2.75, 3.80, -2.75], [-1.78, 4.73, -2.36], [-0.82, 4.36, -1.45], [-0.77, 3.04, -0.95], [0.16, 2.79, 0.12], [0.32, 1.71, 0.81], [1.17, 1.86, 1.88], [1.26, 0.78, 2.62], [0.64, -0.32, 2.44], [2.16, 0.88, 3.81], [2.13, -0.13, 4.77], [2.97, -0.08, 5.87], [3.85, 0.99, 6.03], [3.88, 2.00, 5.07], [3.04, 1.95, 3.97], [-1.66, 2.05, -1.44], [-1.54, 0.81, -1.15], [-5.00, 0.15, -2.53], [-3.29, -0.32, -2.41], [-4.07, 0.52, -1.06], [-3.55, 4.08, -3.43], [-1.82, 5.74, -2.75], [-0.10, 5.08, -1.10], [0.74, 3.65, 0.45], [1.45, -0.95, 4.62], [2.95, -0.87, 6.61], [4.51, 1.03, 6.88], [4.59, 2.81, 5.18], [3.04, 2.73, 3.22], [-2.48, -3.73, -2.09], [-1.68, -3.85, -0.19], [-2.84, -2.87, 1.44], [0.35, -4.13, 0.12], [-3.03, -4.99, 1.26], [4.04, 2.82, -4.64], [3.46, 2.05, -3.66], [2.95, 0.81, -3.99], [2.41, 0.02, -2.98], [2.39, 0.44, -1.64], [1.95, -0.47, -0.58], [2.86, 1.73, -1.38], [3.39, 2.54, -2.37], [3.00, 0.45, -5.01], [2.01, -0.96, -3.23], [2.46, -0.26, 0.36], [2.11, -1.52, -0.85], [2.83, 2.09, -0.35], [3.76, 3.53, -2.16]]
}

***

# 2
{
  "formula": "C2H4N2OS",
  "method": "the ωB97M-V functional and the def2-TZVPD basis",
  "molar_mass_g_mol": 104.13,
  "total_energy_ev": -17999.4375,
  "max_force_ev_per_a": 4.79,
  "elements": ["C", "C", "N", "N", "O", "S", "H", "H", "H", "H"],
  "positions_angstrom": [[0.45, -0.56, -0.37], [-0.04, 0.40, 1.53], [-1.58, 1.00, -2.42], [-1.66, 0.65, -1.37], [0.96, -0.24, 0.79], [1.70, -1.45, -1.20], [0.48, 0.62, 2.53], [-0.88, -0.24, 1.62], [-0.43, 1.48, 1.23], [1.00, -1.66, -2.35]]
}

***

# 3
{
  "formula": "C4H4N2",
  "method": "the ωB97M-V functional and the def2-TZVPD basis",
  "molar_mass_g_mol": 80.09,
  "total_energy_ev": -7186.7757,
  "max_force_ev_per_a": 1.45,
  "elements": ["N", "C", "C", "C", "C", "N", "H", "H", "H", "H"],
  "positions_angstrom": [[-1.20, -0.90, -0.51], [-0.26, 0.10, -0.18], [1.12, -0.17, -0.05], [2.30, -0.44, 0.03], [-0.76, 1.31, 0.34], [-1.17, 2.43, 0.60], [-1.49, -0.86, -1.48], [-0.87, -1.83, -0.29], [-1.04, 1.09, 1.43], [3.34, -0.66, 0.08]]
}

***

# 4
{
  "formula": "C31H50KN10O10P2S2",
  "method": "the ωB97M-V functional and the def2-TZVPD basis",
  "spin_multiplicity": 2,
  "molar_mass_g_mol": 887.98,
  "total_energy_ev": -124917.5074,
  "charge": -2,
  "max_force_ev_per_a": 2.93,
  "elements": ["K", "O", "C", "O", "C", "C", "C", "C", "C", "N", "C", "O", "O", "H", "H", "H", "H", "H", "N", "C", "N", "C", "N", "C", "C", "N", "C", "C", "N", "H", "H", "H", "H", "H", "C", "C", "O", "P", "S", "S", "O", "C", "C", "H", "H", "H", "H", "H", "H", "H", "H", "H", "H", "C", "N", "C", "N", "C", "N", "C", "N", "C", "C", "H", "H", "H", "H", "H", "H", "H", "H", "H", "H", "H", "H", "C", "C", "C", "C", "O", "P", "O", "O", "O", "C", "C", "C", "C", "H", "H", "H", "H", "H", "H", "H", "H", "H", "H", "H", "H", "H", "H", "H", "H", "H", "H"],
  "positions_angstrom": [[-0.17, 0.04, -0.04], [-0.33, -0.49, -4.39], [-0.78, -0.67, -3.12], [-0.02, -0.61, -2.17], [-2.20, -0.92, -3.05], [-3.05, -0.75, -4.19], [-4.39, -0.98, -4.05], [-4.90, -1.35, -2.80], [-3.99, -1.48, -1.73], [-2.69, -1.28, -1.86], [-4.49, -1.84, -0.38], [-5.68, -1.25, -0.06], [-3.97, -2.61, 0.38], [0.62, -0.29, -4.30], [-2.62, -0.43, -5.12], [-5.07, -0.85, -4.88], [-5.95, -1.59, -2.69], [-5.88, -0.56, -0.70], [3.62, -1.17, 2.33], [2.98, -1.19, 1.14], [1.71, -1.03, 1.33], [1.57, -0.91, 2.67], [2.73, -0.99, 3.32], [0.30, -0.71, 3.32], [0.19, -0.71, 4.71], [-0.95, -0.48, 5.33], [-2.01, -0.26, 4.54], [-1.92, -0.31, 3.16], [-0.78, -0.53, 2.54], [4.61, -1.22, 2.54], [3.46, -1.35, 0.20], [1.06, -0.92, 5.33], [-2.94, -0.04, 5.05], [-2.78, -0.17, 2.53], [6.34, -1.39, -2.93], [5.78, 0.02, -2.74], [4.58, 0.20, -3.44], [3.15, -0.08, -2.61], [3.22, 1.18, -1.08], [2.92, -2.03, -2.49], [2.21, 0.50, -3.82], [2.32, 1.87, -4.16], [0.95, 2.49, -4.34], [7.27, -1.51, -2.39], [6.50, -1.57, -3.99], [5.61, -2.11, -2.56], [6.48, 0.77, -3.13], [5.61, 0.23, -1.67], [2.91, 1.94, -5.09], [2.88, 2.39, -3.36], [0.40, 1.98, -5.14], [1.05, 3.54, -4.59], [0.38, 2.39, -3.42], [-0.82, -3.79, -0.80], [0.04, -3.33, 0.27], [-0.61, -3.57, 1.54], [-0.91, -5.00, 1.74], [-1.77, -5.42, 0.63], [-1.13, -5.23, -0.67], [0.13, -5.96, -0.67], [1.04, -5.54, 0.39], [1.27, -4.09, 0.22], [0.34, -5.73, 1.65], [-0.33, -3.62, -1.75], [-1.76, -3.23, -0.77], [-1.55, -3.02, 1.57], [0.04, -3.24, 2.35], [-2.68, -4.82, 0.66], [-2.01, -6.48, 0.76], [0.62, -5.82, -1.64], [-0.09, -7.03, -0.53], [1.76, -3.92, -0.74], [1.94, -3.77, 1.02], [1.00, -5.41, 2.47], [0.13, -6.81, 1.77], [-2.92, 3.88, -0.65], [-1.83, 4.72, 0.01], [-0.55, 4.64, -0.82], [-2.30, 6.18, 0.10], [-1.58, 4.30, 1.34], [-1.56, 2.66, 1.69], [-2.93, 2.20, 1.98], [-0.74, 1.99, 0.63], [-0.79, 2.73, 3.12], [0.46, 3.33, 3.40], [1.03, 2.59, 4.63], [1.44, 3.22, 2.24], [0.24, 4.80, 3.77], [-3.15, 4.26, -1.64], [-3.82, 3.89, -0.03], [-2.57, 2.85, -0.72], [-0.73, 4.99, -1.84], [-0.22, 3.60, -0.85], [0.24, 5.24, -0.37], [-2.43, 6.58, -0.90], [-1.57, 6.77, 0.64], [-3.24, 6.23, 0.64], [1.30, 1.57, 4.36], [0.28, 2.55, 5.41], [1.92, 3.11, 5.00], [1.49, 2.19, 1.90], [2.43, 3.55, 2.54], [1.09, 3.82, 1.41], [-0.38, 4.87, 4.67], [-0.29, 5.29, 2.96], [1.19, 5.29, 3.95]]
}

***

# 5
{
  "formula": "C11H22N5O3S2",
  "method": "the ωB97M-V functional and the def2-TZVPD basis",
  "molar_mass_g_mol": 336.46,
  "total_energy_ev": -47018.4519,
  "charge": 1,
  "max_force_ev_per_a": 1.85,
  "elements": ["N", "C", "N", "C", "O", "C", "S", "C", "C", "C", "C", "S", "C", "N", "N", "C", "O", "N", "H", "H", "H", "H", "H", "H", "H", "H", "H", "H", "H", "H", "H", "H", "H", "H", "C", "C", "O", "H", "H", "H", "H", "H", "H"],
  "positions_angstrom": [[0.96, 0.14, 1.04], [-0.31, 0.22, 1.37], [-0.70, 0.39, 2.67], [-1.76, 1.48, 2.60], [-1.56, 2.25, 1.45], [-1.85, 1.58, 0.24], [-3.65, 1.31, 0.00], [-1.23, 2.36, -0.93], [-0.57, 1.43, -1.93], [-0.08, 2.08, -3.22], [0.48, 0.94, -4.08], [2.28, 1.01, -4.34], [2.75, 0.21, -2.87], [2.14, -0.79, -2.30], [2.82, -1.02, -1.10], [3.78, -0.17, -1.07], [3.80, 0.65, -2.13], [-1.28, 0.19, 0.38], [1.28, -0.56, 0.38], [1.60, 0.83, 1.42], [-1.19, -0.50, 2.90], [-1.64, 2.10, 3.47], [-2.76, 1.04, 2.66], [-3.80, 1.92, -1.17], [-2.01, 2.95, -1.40], [-0.49, 3.05, -0.54], [0.30, 0.97, -1.46], [-1.27, 0.65, -2.21], [-0.92, 2.55, -3.73], [0.67, 2.84, -3.00], [0.30, 0.00, -3.56], [0.04, 0.84, -5.06], [4.52, -0.12, -0.29], [-2.01, -0.48, 0.58], [0.19, -4.45, 2.50], [0.45, -2.98, 2.74], [-0.70, -2.33, 3.31], [-0.66, -4.59, 1.84], [1.06, -4.93, 2.05], [-0.03, -4.96, 3.44], [0.65, -2.48, 1.80], [1.30, -2.84, 3.40], [-0.88, -2.77, 4.15]]
}

***

# 6
{
  "formula": "C25H21ClIrN3P",
  "method": "the ωB97M-V functional and the def2-TZVPD basis",
  "spin_multiplicity": 2,
  "molar_mass_g_mol": 622.11,
  "total_energy_ev": -55370.6476,
  "charge": 2,
  "max_force_ev_per_a": 2.05,
  "elements": ["Ir", "N", "P", "C", "C", "C", "C", "C", "C", "C", "C", "C", "C", "C", "C", "C", "C", "C", "C", "C", "N", "H", "H", "H", "H", "H", "H", "H", "H", "H", "H", "H", "H", "H", "H", "H", "Cl", "C", "C", "C", "C", "C", "C", "C", "C", "N", "H", "H", "H", "H", "H", "H"],
  "positions_angstrom": [[-0.93, 0.12, -0.28], [1.45, 1.93, -0.71], [1.36, 0.36, -0.12], [1.56, 0.41, 1.65], [2.79, 0.66, 2.24], [2.88, 0.69, 3.62], [1.75, 0.45, 4.40], [0.52, 0.20, 3.81], [0.42, 0.19, 2.43], [2.72, -0.48, -0.87], [3.16, -0.12, -2.15], [4.23, -0.80, -2.71], [4.82, -1.85, -2.02], [4.35, -2.23, -0.76], [3.29, -1.56, -0.19], [0.37, 2.77, -0.58], [0.39, 4.09, -0.98], [-0.72, 4.87, -0.73], [-1.82, 4.32, -0.09], [-1.80, 2.99, 0.23], [-0.72, 2.22, -0.02], [2.29, 2.28, -1.15], [3.68, 0.83, 1.64], [3.83, 0.89, 4.09], [1.83, 0.46, 5.48], [-0.36, 0.02, 4.42], [-0.55, 0.02, 1.96], [2.67, 0.66, -2.71], [4.59, -0.52, -3.68], [5.65, -2.39, -2.46], [4.82, -3.06, -0.24], [2.92, -1.86, 0.79], [1.27, 4.49, -1.48], [-0.72, 5.91, -1.04], [-2.70, 4.92, 0.14], [-2.65, 2.50, 0.68], [-1.83, 0.50, -2.27], [-1.20, -2.05, 0.25], [-2.51, -2.23, -0.25], [-3.64, -2.17, 0.62], [-4.91, -2.24, 0.13], [-5.11, -2.39, -1.26], [-4.01, -2.55, -2.13], [-2.74, -2.48, -1.64], [-6.44, -2.36, -1.79], [-7.50, -2.28, -2.22], [-0.38, -2.42, -0.36], [-1.05, -2.13, 1.32], [-3.47, -2.07, 1.69], [-5.77, -2.18, 0.79], [-4.19, -2.72, -3.18], [-1.89, -2.62, -2.29]]
}

***

# 7
{
  "formula": "C15H29IN4O12P2S2",
  "method": "the ωB97M-V functional and the def2-TZVPD basis",
  "smiles": "C[C@H](COC(=O)CSc1nnc(I)nn1)OC(=O)CS.COP(=O)(OC)OC.COP(=O)(OC)OC",
  "molar_mass_g_mol": 710.40,
  "total_energy_ev": -94898.3150,
  "max_force_ev_per_a": 7.90,
  "elements": ["C", "C", "C", "O", "C", "O", "C", "S", "C", "N", "N", "C", "I", "N", "N", "O", "C", "O", "C", "S", "H", "H", "H", "H", "H", "H", "H", "H", "H", "H", "H", "C", "O", "P", "O", "O", "C", "O", "C", "H", "H", "H", "H", "H", "H", "H", "H", "H", "C", "O", "P", "O", "O", "C", "O", "C", "H", "H", "H", "H", "H", "H", "H", "H", "H"],
  "positions_angstrom": [[3.62, 1.52, 1.74], [2.54, 1.44, 0.62], [1.81, 0.07, 0.57], [0.88, -0.05, 1.67], [0.98, -1.34, 2.21], [1.68, -1.51, 3.13], [0.22, -2.51, 1.57], [-1.60, -2.28, 1.60], [-1.77, -0.82, 0.51], [-1.26, -0.96, -0.71], [-1.40, 0.09, -1.50], [-1.99, 1.14, -0.93], [-2.16, 2.88, -2.19], [-2.48, 1.29, 0.30], [-2.38, 0.22, 1.07], [3.09, 1.86, -0.64], [3.51, 0.81, -1.45], [2.89, 0.56, -2.41], [4.75, -0.02, -1.02], [5.18, -1.31, -2.23], [4.64, 1.40, 1.32], [3.60, 2.53, 2.20], [3.46, 0.77, 2.54], [1.76, 2.18, 0.89], [1.17, 0.08, -0.35], [2.48, -0.81, 0.49], [0.48, -3.42, 2.14], [0.59, -2.60, 0.53], [5.62, 0.65, -0.84], [4.53, -0.49, -0.05], [3.97, -1.76, -2.68], [-1.54, -0.72, -9.61], [-0.99, 0.08, -8.55], [-1.88, 0.05, -7.11], [-2.92, 1.06, -7.52], [-0.65, 0.76, -6.29], [0.59, 1.15, -6.86], [-2.62, -0.41, -5.67], [-1.98, -0.27, -4.40], [-0.88, -0.65, -10.47], [-1.61, -1.76, -9.30], [-2.53, -0.35, -9.88], [0.45, 1.98, -7.56], [1.08, 0.31, -7.35], [1.23, 1.50, -6.05], [-1.86, 0.78, -4.16], [-1.03, -0.79, -4.38], [-2.63, -0.72, -3.66], [-2.68, 0.90, 4.13], [-2.52, 0.83, 5.55], [-1.91, -0.65, 6.11], [-3.21, -1.41, 6.08], [-1.62, -0.02, 7.59], [-1.90, 1.32, 7.97], [-0.93, -1.97, 6.44], [-0.12, -2.06, 7.60], [-3.05, 1.89, 3.87], [-1.72, 0.74, 3.63], [-3.40, 0.16, 3.79], [-2.98, 1.50, 8.00], [-1.41, 2.03, 7.31], [-1.51, 1.47, 8.98], [-0.73, -2.12, 8.50], [0.57, -1.21, 7.67], [0.48, -2.97, 7.53]]
}

***

# 8
{
  "formula": "C5H20N10O5",
  "method": "the ωB97M-V functional and the def2-TZVPD basis",
  "smiles": "NC(N)=O.NC(N)=O.NC(N)=O.NC(N)=O.NC(N)=O",
  "molar_mass_g_mol": 300.28,
  "total_energy_ev": -30653.3133,
  "max_force_ev_per_a": 1.55,
  "elements": ["N", "C", "N", "O", "H", "H", "H", "H", "N", "C", "N", "O", "H", "H", "H", "H", "N", "C", "N", "O", "H", "H", "H", "H", "N", "C", "N", "O", "H", "H", "H", "H", "N", "C", "N", "O", "H", "H", "H", "H"],
  "positions_angstrom": [[-11.87, 16.30, 13.35], [-12.73, 17.35, 13.28], [-12.27, 18.32, 12.45], [-13.84, 17.35, 13.81], [-12.16, 15.47, 13.83], [-11.09, 16.37, 12.72], [-12.83, 19.15, 12.32], [-11.39, 18.36, 11.98], [-14.83, 22.53, 14.10], [-15.31, 21.25, 14.02], [-15.02, 20.64, 12.81], [-15.87, 20.66, 14.91], [-14.86, 23.04, 14.97], [-14.40, 22.95, 13.30], [-15.50, 19.80, 12.55], [-14.63, 21.16, 12.05], [-14.27, 18.77, 16.56], [-15.07, 17.80, 17.08], [-15.05, 16.62, 16.40], [-15.70, 17.95, 18.13], [-14.07, 18.74, 15.57], [-14.39, 19.68, 16.96], [-14.69, 16.55, 15.47], [-15.71, 15.95, 16.76], [-7.65, 18.48, 12.50], [-8.17, 17.82, 11.42], [-7.45, 17.94, 10.27], [-9.14, 17.07, 11.50], [-6.70, 18.80, 12.52], [-8.19, 18.46, 13.34], [-6.78, 18.68, 10.19], [-7.62, 17.28, 9.54], [-15.80, 15.96, 11.43], [-16.87, 15.15, 11.18], [-17.69, 14.95, 12.27], [-17.11, 14.71, 10.07], [-15.54, 16.36, 12.32], [-15.24, 16.19, 10.64], [-18.44, 14.29, 12.23], [-17.57, 15.56, 13.05]]
}

***

# 9
{
  "formula": "C3H5NO2S2",
  "method": "the ωB97M-V functional and the def2-TZVPD basis",
  "smiles": "COC(=S)ONC=S",
  "molar_mass_g_mol": 151.21,
  "total_energy_ev": -30444.4264,
  "max_force_ev_per_a": 2.21,
  "elements": ["C", "O", "C", "S", "O", "N", "C", "S", "H", "H", "H", "H", "H"],
  "positions_angstrom": [[-0.28, 0.04, -2.49], [-0.82, 0.92, -1.56], [-1.29, 0.59, -0.37], [-2.13, 1.61, 0.51], [-0.82, -0.63, 0.18], [0.53, -0.83, -0.01], [1.23, -0.72, 1.13], [2.78, -1.22, 1.27], [0.85, 0.11, -2.49], [-0.63, 0.45, -3.48], [-0.66, -0.99, -2.34], [0.73, -1.61, -0.64], [0.68, -0.25, 1.96]]
}

***

# 10
{
  "formula": "C5H11N3",
  "method": "the ωB97M-V functional and the def2-TZVPD basis",
  "smiles": "C=C(/N=C/N)[C@@H](C)N",
  "molar_mass_g_mol": 113.16,
  "total_energy_ev": -9832.8631,
  "max_force_ev_per_a": 1.93,
  "elements": ["C", "C", "N", "C", "N", "C", "C", "N", "H", "H", "H", "H", "H", "H", "H", "H", "H", "H", "H"],
  "positions_angstrom": [[0.16, 2.05, -0.46], [-0.10, 0.82, -0.04], [-1.31, 0.43, 0.49], [-2.00, -0.55, 0.09], [-3.01, -1.07, 0.85], [1.03, -0.27, 0.27], [1.44, -0.94, -1.04], [2.19, 0.28, 0.93], [1.14, 2.33, -0.81], [-0.61, 2.80, -0.51], [-1.84, -1.09, -0.85], [-3.71, -1.64, 0.41], [-3.24, -0.54, 1.68], [0.61, -1.03, 0.94], [2.24, -1.65, -0.85], [0.60, -1.46, -1.49], [1.80, -0.18, -1.74], [1.93, 0.75, 1.79], [2.65, 0.95, 0.33]]
}

***

# 11
{
  "formula": "C5H3F3INOS",
  "method": "the ωB97M-V functional and the def2-TZVPD basis",
  "molar_mass_g_mol": 309.05,
  "total_energy_ev": -35855.2636,
  "max_force_ev_per_a": 2.36,
  "elements": ["C", "C", "C", "C", "C", "N", "O", "F", "F", "F", "S", "I", "H", "H", "H"],
  "positions_angstrom": [[-0.10, 0.85, -0.93], [-1.39, 2.30, 0.11], [-0.54, -0.05, 0.28], [-0.26, -1.32, 0.59], [0.67, -2.17, -0.14], [-0.70, 2.12, -0.93], [1.46, 1.43, 1.32], [0.33, -2.54, -1.41], [0.76, -3.31, 0.54], [1.86, -1.55, -0.23], [-1.66, 0.89, 1.23], [2.02, 1.39, -0.46], [0.13, 0.31, -1.81], [-1.84, 3.34, 0.33], [-0.73, -1.68, 1.51]]
}

***

What is the formula in the eighth record? C5H20N10O5